1.
{
  "formula": "C14H24BN6O7ScSe",
  "method": "the ωB97M-V functional and the def2-TZVPD basis",
  "total_energy_ha": -4590.20251,
  "orbital_gap_ev": 8.07,
  "e_above_lowest_kj_mol": 55.9,
  "max_force_ha_per_bohr": 0.072,
  "species": ["Sc", "C", "N", "C", "C", "O", "C", "O", "C", "C", "O", "N", "C", "C", "H", "H", "H", "H", "H", "H", "H", "H", "H", "H", "H", "H", "H", "H", "H", "H", "B", "N", "C", "C", "C", "N", "N", "C", "C", "C", "N", "H", "H", "H", "H", "H", "H", "H", "H", "O", "Se", "O", "O", "O"],
  "coordinates": [[0.23, 0.19, 0.81], [-0.50, -4.93, 1.38], [0.55, -3.95, 1.05], [1.85, -4.10, 1.74], [0.28, -2.76, 0.51], [1.12, -1.81, 0.40], [-1.19, -2.50, 0.11], [-1.26, -1.27, -0.63], [-0.81, -1.27, -1.98], [0.11, -0.12, -2.20], [0.63, 0.57, -1.25], [0.45, 0.17, -3.46], [1.61, 1.05, -3.67], [-0.34, -0.24, -4.61], [-0.05, -5.86, 1.72], [-1.13, -4.50, 2.19], [-1.06, -5.13, 0.45], [1.83, -3.51, 2.67], [1.97, -5.18, 1.90], [2.68, -3.77, 1.14], [-1.56, -3.33, -0.51], [-1.82, -2.37, 0.98], [-0.27, -2.22, -2.16], [-1.68, -1.19, -2.65], [2.40, 0.89, -2.92], [1.90, 0.80, -4.71], [1.37, 2.11, -3.57], [-1.39, 0.11, -4.46], [0.11, 0.19, -5.50], [-0.31, -1.34, -4.79], [-0.05, 3.56, -0.54], [-1.41, 2.93, -0.10], [-2.50, 3.62, 0.08], [-3.45, 2.82, 0.71], [-2.82, 1.57, 0.87], [-1.56, 1.62, 0.37], [1.15, 3.23, 0.46], [1.93, 4.18, 1.00], [2.55, 3.68, 2.18], [2.07, 2.35, 2.29], [1.19, 2.10, 1.27], [-0.14, 4.69, -0.92], [0.30, 3.22, -1.63], [-2.55, 4.66, -0.14], [-4.39, 3.05, 1.12], [-3.19, 0.66, 1.34], [1.93, 5.15, 0.58], [3.24, 4.23, 2.80], [2.31, 1.59, 3.02], [-0.46, 0.18, 4.84], [-0.07, -0.74, 3.55], [-1.14, -0.50, 2.22], [1.29, -0.18, 2.68], [0.04, -2.41, 3.97]],
  "lowdin_charge": [1.059, -0.015, -0.110, 0.000, -0.383, -0.031, -0.080, -0.168, -0.073, -0.334, -0.057, -0.124, -0.001, -0.038, 0.091, 0.116, 0.092, 0.094, 0.091, 0.089, 0.132, 0.134, 0.165, 0.141, 0.110, 0.097, 0.084, 0.116, 0.088, 0.106, -0.392, -0.049, -0.103, -0.050, -0.117, -0.007, -0.041, -0.077, -0.032, -0.102, -0.050, 0.062, 0.032, 0.119, 0.079, 0.109, 0.106, 0.087, 0.100, -0.447, 0.942, -0.524, -0.538, -0.495]
}

=====

2.
{
  "formula": "C14H24ClN5PdSe",
  "method": "the ωB97M-V functional and the def2-TZVPD basis",
  "total_energy_ha": -3810.53935,
  "orbital_gap_ev": [9.41, 6.28],
  "multiplicity": 5,
  "e_above_lowest_kj_mol": 0.0,
  "charge": 2,
  "max_force_ha_per_bohr": 0.011,
  "species": ["Pd", "C", "N", "C", "C", "N", "N", "C", "N", "N", "H", "H", "H", "H", "H", "H", "H", "H", "H", "H", "H", "Cl", "C", "H", "H", "C", "C", "C", "C", "C", "C", "Se", "C", "C", "C", "H", "H", "H", "H", "H", "H", "H", "H", "H", "H", "H"],
  "coordinates": [[-0.11, 1.29, -1.57], [-2.50, -2.43, -3.39], [-1.05, -2.43, -3.54], [-0.41, -3.53, -4.28], [-0.35, -1.42, -3.00], [-0.88, -0.51, -2.23], [1.00, -1.40, -3.32], [2.00, -0.53, -2.90], [3.21, -0.82, -3.41], [1.77, 0.45, -2.09], [-2.91, -3.24, -3.99], [-2.93, -1.49, -3.76], [-2.80, -2.59, -2.35], [-1.11, -4.35, -4.32], [0.47, -3.90, -3.76], [-0.17, -3.24, -5.30], [-1.87, -0.65, -2.08], [1.29, -2.08, -4.00], [3.38, -1.63, -3.98], [4.00, -0.24, -3.19], [2.61, 0.97, -1.87], [-2.53, 2.37, -1.47], [-1.18, 3.03, -2.39], [-0.83, 3.96, -1.96], [-1.36, 2.99, -3.46], [-0.33, 0.21, 6.44], [-0.06, 0.61, 5.03], [1.05, 1.40, 4.70], [1.30, 1.82, 3.42], [2.49, 2.68, 3.11], [0.38, 1.40, 2.40], [0.65, 2.10, 0.73], [-0.74, 0.56, 2.70], [-1.71, 0.12, 1.65], [-0.93, 0.20, 4.01], [0.47, 0.50, 7.11], [-0.48, -0.87, 6.50], [-1.25, 0.68, 6.78], [1.73, 1.70, 5.49], [3.11, 2.80, 4.00], [2.17, 3.68, 2.79], [3.11, 2.25, 2.32], [-1.25, 0.01, 0.67], [-2.53, 0.84, 1.55], [-2.15, -0.84, 1.93], [-1.78, -0.42, 4.26]],
  "lowdin_spin": [1.333, 0.001, 0.007, 0.002, 0.018, 0.147, 0.005, 0.014, 0.005, 0.126, 0.000, 0.000, 0.000, 0.000, 0.000, 0.000, 0.004, 0.000, 0.001, 0.000, 0.006, 0.231, 0.481, 0.033, 0.026, 0.029, 0.147, 0.016, 0.086, 0.026, 0.216, 0.887, 0.078, 0.014, 0.015, 0.000, 0.008, 0.011, 0.000, 0.001, 0.009, 0.007, 0.006, 0.003, 0.001, -0.001]
}